No. 1
{"formula": "C9H14", "method": "wB97M-V/def2-TZVPD", "symbols": ["C", "C", "C", "C", "C", "C", "C", "C", "C", "H", "H", "H", "H", "H", "H", "H", "H", "H", "H", "H", "H", "H", "H"], "positions_angstrom": [[-0.5434, -0.0991, -2.2826], [0.8581, 1.0500, 2.6879], [-0.1580, 0.9721, -3.2541], [-0.9939, -2.1251, -0.3373], [1.6635, 1.1973, 3.9326], [-0.2221, -0.9696, -0.0842], [-1.4778, -1.1118, -2.5157], [-0.0220, 0.0021, -1.0136], [-1.6877, -2.1452, -1.5651], [0.4931, 1.8808, 2.0263], [-2.0515, -1.1928, -3.4348], [1.5264, 2.2231, 4.3341], [-1.2669, -2.8201, 0.4076], [1.4803, 0.3973, 4.6179], [0.2061, -0.9561, 0.9044], [1.3483, 0.3809, 1.9406], [-0.9640, 1.4408, -3.7762], [2.6967, 1.0435, 3.7674], [-2.2331, -3.0189, -1.8737], [0.6685, 0.8008, -0.7488], [0.5632, 0.7859, -3.9832], [-0.1687, 0.5873, 2.8678], [0.2848, 1.6769, -2.6173]], "forces_ev_per_a": [[-1.2, -0.3, -0.8], [-2.4, -1.5, -2.5], [-1.1, 0.0, 0.8], [-0.9, 2.2, -2.0], [-0.2, 1.6, 0.1], [-0.8, -2.4, 1.3], [0.1, -1.1, 0.5], [1.2, 0.1, 0.4], [1.4, 0.8, -0.1], [1.1, 0.2, 1.1], [0.3, 0.2, -0.1], [0.1, -0.9, 0.4], [0.3, -0.8, 0.8], [-0.8, -0.1, 0.8], [0.3, 0.5, 0.0], [-0.3, 0.3, 0.7], [-0.8, 0.2, -0.2], [1.3, 0.3, -0.6], [-0.6, 0.0, 0.1], [-0.2, 0.1, -0.2], [1.3, -1.1, -1.2], [1.3, 0.2, 0.1], [0.6, 1.6, 0.5]], "lowdin_charge": [-0.27, -0.21, -0.04, -0.07, -0.18, -0.09, -0.04, -0.08, -0.08, 0.08, 0.11, 0.08, 0.08, 0.06, 0.07, 0.05, 0.08, 0.05, 0.09, 0.11, 0.06, 0.08, 0.05], "e_homo_ev": -9.01, "de_lowest_ev": 1.115, "smiles": "Cc1ccccc1.CC", "energy_ev": -9559.066}

No. 2
{"formula": "C23H22NO", "method": "wB97M-V/def2-TZVPD", "symbols": ["O", "N", "C", "C", "C", "C", "C", "C", "C", "C", "C", "C", "C", "C", "C", "C", "C", "C", "C", "C", "C", "C", "C", "C", "C", "H", "H", "H", "H", "H", "H", "H", "H", "H", "H", "H", "H", "H", "H", "H", "H", "H", "H", "H", "H", "H", "H"], "positions_angstrom": [[0.5574, 3.7469, -0.5393], [0.1506, 0.0715, -3.3022], [-2.0357, 3.0920, -3.1195], [-0.8170, -2.6636, 1.4829], [2.3927, -2.8122, 1.4117], [3.3303, -0.5688, 1.4265], [1.2283, -0.0899, -2.4446], [3.6770, -3.3359, 1.5229], [4.6090, -1.1030, 1.5155], [-2.8304, -0.7336, 1.4688], [-1.3512, 3.7544, -2.0947], [2.1642, -1.4070, 1.3501], [-1.6045, 1.8402, -3.5982], [-3.1853, -2.0910, 1.5341], [-4.6245, -2.5018, 1.5837], [4.7991, -2.4961, 1.5575], [0.2072, 5.0739, -0.0607], [-0.2295, 3.1567, -1.4758], [-1.5062, -0.3434, 1.3698], [-0.5082, 1.2553, -2.9897], [-2.1539, -3.0369, 1.5432], [0.1821, 1.8649, -1.9047], [-0.4262, -1.2948, 1.3468], [1.2492, 0.9848, -1.5560], [0.8930, -0.7727, 1.2254], [1.9481, 1.1472, -0.7440], [-2.4207, -4.0935, 1.6174], [-1.2480, 0.7185, 1.3549], [0.9334, 0.3107, 1.1196], [-0.7770, 5.0746, 0.4277], [-3.6208, 0.0169, 1.5038], [-2.1071, 1.3207, -4.4136], [-0.0731, -3.4437, 1.5834], [5.8061, -2.9181, 1.6147], [-4.7122, -3.5904, 1.5904], [-0.1068, -0.5388, -4.0733], [0.2179, 5.8178, -0.8697], [1.5548, -3.4975, 1.4011], [0.9840, 5.3093, 0.6679], [1.8878, -0.9546, -2.5238], [-5.1747, -2.1158, 0.7183], [-5.1257, -2.1092, 2.4753], [-2.9212, 3.5546, -3.5491], [5.4747, -0.4396, 1.5689], [3.1834, 0.5141, 1.4566], [-1.6776, 4.7447, -1.7749], [3.8071, -4.4182, 1.5950]], "forces_ev_per_a": [[-0.3, 0.6, 0.4], [0.1, 0.2, 0.3], [0.3, -1.2, -0.4], [-0.3, 0.0, 0.1], [0.2, 0.2, 0.1], [-0.5, -0.2, 0.0], [-0.4, 0.8, 0.6], [-0.2, 0.0, 0.0], [0.1, -0.1, 0.1], [0.2, 0.2, 0.0], [0.9, -0.2, 0.8], [1.1, -0.2, -0.1], [-0.9, 0.8, -0.1], [0.2, 0.5, -0.2], [0.0, -0.2, 0.0], [-0.5, 0.4, -0.1], [0.1, -0.6, -0.2], [-0.5, 0.0, -0.8], [0.3, -0.1, 0.0], [0.7, 0.1, 0.5], [0.6, -0.2, 0.0], [-0.7, 0.1, -0.6], [-0.7, 0.1, 0.0], [0.4, -0.9, -0.3], [-0.4, -0.5, 0.7], [0.1, -0.1, -0.4], [0.2, 0.3, 0.0], [-0.2, -0.3, -0.2], [0.0, -0.2, 0.0], [0.2, -0.1, -0.1], [0.3, -0.1, 0.0], [0.0, 0.3, 0.2], [-0.4, 0.1, -0.2], [-0.4, 0.2, 0.0], [-0.1, 0.1, 0.0], [0.2, 0.3, 0.5], [0.0, -0.3, 0.1], [0.5, 0.1, -0.2], [-0.2, 0.0, -0.1], [-0.3, 0.4, 0.0], [0.2, 0.0, 0.1], [0.2, 0.0, -0.1], [0.2, -0.1, 0.0], [-0.3, -0.2, 0.0], [0.1, -0.3, -0.2], [0.1, -0.3, -0.1], [-0.1, 0.4, -0.1]], "lowdin_charge": [-0.09, 0.08, -0.08, 0.03, 0.01, 0.00, -0.08, -0.04, -0.04, -0.01, -0.03, -0.18, -0.03, -0.22, -0.02, -0.02, -0.05, -0.23, 0.03, -0.22, 0.00, -0.11, -0.16, -0.04, 0.11, 0.09, 0.13, 0.13, 0.11, 0.09, 0.13, 0.11, 0.09, 0.12, 0.09, 0.16, 0.10, 0.09, 0.09, 0.12, 0.10, 0.10, 0.11, 0.12, 0.12, 0.10, 0.12], "e_homo_ev": -9.78, "de_lowest_ev": 0.297, "charge": 1, "energy_ev": -27738.268}

No. 3
{"formula": "C2H8NO2PS", "method": "wB97M-V/def2-TZVPD", "symbols": ["S", "P", "O", "O", "N", "C", "C", "H", "H", "H", "H", "H", "H", "H", "H"], "positions_angstrom": [[-1.7766, 1.0147, -0.0404], [-2.2848, -1.1383, -0.3023], [-1.9333, 1.6395, -1.3851], [-3.2143, 1.4001, 0.8439], [2.4084, -1.4500, -0.2890], [1.2705, 0.6854, -0.4650], [1.9854, -0.2238, 0.1638], [-1.0131, -1.6470, -0.3995], [3.3674, -1.8972, 0.0254], [2.2893, -1.4949, -1.2812], [0.7666, 1.4784, 0.1838], [-2.2496, -1.1245, 1.1226], [2.3156, -0.1148, 1.1422], [-3.4007, 2.3058, 0.5990], [0.8218, 0.5682, -1.4323]], "forces_ev_per_a": [[-1.2, 0.9, -0.9], [-1.5, 0.8, 0.8], [0.2, -0.5, 1.2], [1.2, -1.4, -0.6], [2.3, -1.7, -0.2], [-1.9, 1.6, 1.3], [0.9, -0.8, -0.1], [1.1, 0.1, 0.0], [-2.8, 1.7, -0.7], [0.2, -0.6, -0.5], [1.3, -0.9, -1.1], [-0.1, -0.5, -0.1], [0.2, 0.8, 1.9], [-0.1, 0.6, -0.2], [0.2, -0.1, -0.5]], "lowdin_charge": [0.61, 0.66, -0.56, -0.39, 0.01, -0.09, -0.34, -0.18, 0.15, 0.07, 0.04, -0.13, 0.08, 0.03, 0.04], "e_homo_ev": -8.54, "de_lowest_ev": 5.812, "smiles": "O=S(O)#[PH2].C=CN", "energy_ev": -27910.056}

No. 4
{"formula": "C25H25N3O9PTi", "method": "wB97M-V/def2-TZVPD", "symbols": ["Ti", "P", "O", "O", "O", "O", "O", "O", "O", "O", "O", "N", "N", "N", "C", "C", "C", "C", "C", "C", "C", "C", "C", "C", "C", "C", "C", "C", "C", "C", "C", "C", "C", "C", "C", "C", "C", "C", "C", "H", "H", "H", "H", "H", "H", "H", "H", "H", "H", "H", "H", "H", "H", "H", "H", "H", "H", "H", "H", "H", "H", "H", "H", "H"], "positions_angstrom": [[-1.1003, -1.5954, -0.1904], [-0.3791, 0.1315, 1.8073], [-0.0881, -3.2126, 3.4751], [-0.6188, -2.6838, 1.3707], [-2.8112, -0.4104, 0.5240], [-0.0742, 1.9718, -0.8437], [0.7504, -1.1916, -0.8004], [-2.7295, -2.8834, -0.3564], [-2.3231, -0.3451, -1.4818], [2.2897, -1.2369, -2.4352], [-3.9975, -4.3000, -1.6177], [-3.1272, 0.0458, -0.6027], [1.6865, 1.7872, -2.2514], [-0.8082, -2.7621, -1.8172], [2.1988, 1.5804, -3.5936], [0.2917, -2.5405, -2.6221], [2.3342, -0.4405, 1.8335], [2.6416, 1.7281, -1.1615], [-2.8534, -3.5870, -1.4096], [-1.1060, 4.1326, 2.2800], [0.4125, -3.0482, -3.8656], [-1.0383, -1.0544, 3.0452], [3.9605, 0.4617, 3.3596], [-1.7221, -4.1379, -3.6159], [-2.3676, 1.7675, 2.9662], [-0.6307, -3.8900, -4.3834], [0.3547, 1.8198, -1.9815], [-1.1520, 1.7176, 2.2893], [1.3344, 0.3293, 2.4244], [-0.5207, -2.4364, 2.6496], [-2.3164, 4.1715, 2.9592], [-2.9468, 2.9851, 3.2983], [-0.5313, 2.9180, 1.9438], [1.6645, 1.1636, 3.4922], [3.6398, -0.3756, 2.3028], [-0.5712, 1.6684, -3.1631], [2.9688, 1.2314, 3.9549], [-1.8173, -3.5708, -2.3175], [1.2346, -1.5998, -1.9480], [1.2966, -2.8107, -4.4422], [-2.5361, -4.7534, -3.9765], [4.9800, 0.5160, 3.7214], [3.3276, 2.5803, -1.1967], [1.8076, 0.6707, -4.0482], [-0.7842, -0.8112, 4.0753], [3.2113, 1.8853, 4.7837], [-1.5874, 1.8408, -2.8263], [-4.5575, -4.1225, -0.8522], [0.3966, 2.8989, 1.3897], [1.9828, 2.4352, -4.2410], [3.2055, 0.7966, -1.2276], [-3.8952, 3.0008, 3.8208], [-2.8825, 0.8546, 3.2302], [-0.6098, 5.0533, 1.9988], [-0.3123, 2.3536, -3.9714], [-2.7668, 5.1222, 3.2173], [4.4056, -0.9794, 1.8325], [-0.5501, -4.3088, -5.3777], [2.0890, -1.0759, 0.9925], [2.1027, 1.7444, -0.2204], [-2.1237, -1.0821, 2.9216], [3.2782, 1.4647, -3.5305], [0.8987, 1.7683, 3.9625], [-0.5085, 0.6495, -3.5531]], "forces_ev_per_a": [[-0.1, -1.5, -1.4], [0.0, 0.3, 0.1], [0.0, 0.0, 0.0], [0.1, -0.1, 0.3], [-0.2, 0.1, 0.1], [-0.1, 0.0, 0.0], [0.0, 0.3, -0.1], [0.1, 0.2, 0.2], [0.2, 0.2, 0.1], [0.1, -0.1, 0.1], [0.1, 0.0, 0.1], [0.1, -0.1, 0.0], [-0.1, -0.1, 0.0], [0.4, 0.7, 0.3], [0.0, 0.0, 0.0], [-0.5, 0.0, 0.3], [0.0, 0.0, 0.0], [0.1, 0.0, 0.0], [-0.2, 0.0, -0.1], [0.0, 0.0, 0.0], [0.2, -0.1, 0.0], [0.0, 0.0, 0.0], [0.0, 0.0, 0.0], [0.1, -0.1, 0.0], [0.0, 0.0, 0.0], [-0.1, 0.0, 0.0], [0.2, 0.1, 0.1], [0.0, 0.0, 0.0], [0.0, 0.0, -0.1], [-0.1, -0.1, 0.0], [0.0, 0.0, 0.0], [0.0, 0.0, 0.0], [0.0, 0.0, 0.0], [0.0, 0.0, 0.0], [0.0, 0.0, 0.0], [0.0, 0.0, 0.0], [0.0, 0.0, 0.0], [-0.1, 0.1, 0.1], [-0.1, 0.1, 0.0], [0.0, 0.0, 0.0], [0.0, 0.0, 0.0], [0.0, 0.0, 0.0], [0.0, 0.0, 0.0], [0.0, 0.0, 0.0], [0.0, 0.0, 0.0], [0.0, 0.0, 0.0], [0.0, 0.0, 0.0], [0.0, 0.0, 0.0], [0.0, 0.0, 0.0], [0.0, 0.0, 0.0], [0.0, 0.0, 0.0], [0.0, 0.0, 0.0], [0.0, 0.0, 0.0], [0.0, 0.0, 0.0], [0.0, 0.0, 0.0], [0.0, 0.0, 0.0], [0.0, 0.0, 0.0], [0.0, 0.0, 0.0], [0.0, 0.0, 0.0], [0.0, 0.0, 0.0], [0.0, 0.0, 0.0], [0.0, 0.0, 0.0], [0.0, 0.0, 0.0], [0.0, 0.0, 0.0]], "lowdin_charge": [1.06, 1.09, 0.06, -0.17, -0.23, 0.01, -0.17, -0.08, -0.17, 0.06, 0.09, -0.13, -0.14, 0.01, -0.07, -0.19, -0.08, -0.04, -0.46, -0.08, -0.02, -0.23, -0.10, -0.02, -0.09, -0.09, -0.50, -0.34, -0.32, -0.67, -0.10, -0.09, -0.11, -0.09, -0.08, 0.00, -0.09, -0.20, -0.53, 0.11, 0.11, 0.09, 0.09, 0.08, 0.10, 0.10, 0.08, 0.11, 0.09, 0.08, 0.08, 0.10, 0.09, 0.10, 0.08, 0.09, 0.10, 0.09, 0.09, 0.07, 0.08, 0.09, 0.10, 0.09], "e_homo_ev": [-2.98, -2.99], "de_lowest_ev": 0.211, "charge": -1, "energy_ev": -81637.916}

No. 5
{"formula": "C16H31CdF3O3P2S", "method": "wB97M-V/def2-TZVPD", "symbols": ["Cd", "S", "P", "P", "F", "F", "F", "O", "O", "O", "C", "C", "C", "C", "C", "C", "C", "C", "C", "C", "C", "C", "C", "C", "C", "C", "H", "H", "H", "H", "H", "H", "H", "H", "H", "H", "H", "H", "H", "H", "H", "H", "H", "H", "H", "H", "H", "H", "H", "H", "H", "H", "H", "H", "H", "H", "H"], "positions_angstrom": [[0.1295, -2.6100, 1.9850], [3.2913, -3.9246, 2.5004], [0.8503, -1.7938, -0.3971], [-1.2217, -0.4589, 1.7787], [1.4578, -5.3144, 1.1778], [3.0798, -6.5650, 1.9888], [1.5548, -5.7210, 3.3282], [4.0315, -4.1893, 3.7160], [4.0004, -3.7683, 1.2432], [2.2495, -2.8641, 2.6937], [-0.0129, 4.8778, -1.6394], [2.5705, -1.2021, -0.2673], [-0.8031, -3.4810, 3.7374], [-2.0244, 3.4023, -1.1225], [-1.5065, 3.2759, -3.6522], [-1.1096, 0.4510, 3.3509], [-0.1063, -0.2469, -0.8470], [-0.9731, 4.1432, -0.7472], [2.3170, -5.4791, 2.2434], [-0.5737, 0.5897, 0.3726], [0.9187, -2.8600, -1.8643], [-0.2873, 2.4165, -3.4682], [1.1803, 4.0373, -2.1505], [0.8341, 2.7318, -2.8117], [-2.5478, 3.1800, -2.5132], [-2.9944, -0.7112, 1.4460], [-1.5686, -0.1344, 4.1571], [0.2766, 1.1669, 0.7811], [-0.8039, 4.3238, 0.3230], [-3.5383, 0.2324, 1.2854], [1.6768, 2.0282, -2.8347], [-1.2274, 4.3261, -3.7965], [-3.1138, -1.3457, 0.5606], [-2.6796, 2.9896, -0.3450], [-1.3370, 1.3282, 0.0556], [-0.0133, -3.3893, 4.4990], [-2.0094, 2.9597, -4.5809], [-3.3540, 3.8977, -2.7454], [1.2264, -2.3106, -2.7658], [1.7619, 4.6782, -2.8363], [-0.0597, -3.3207, -2.0380], [0.4064, 5.7200, -1.0647], [-3.4390, -1.2354, 2.3014], [-0.5335, 5.3200, -2.4959], [-1.6135, 1.4297, 3.2928], [-1.6955, -2.9501, 4.0916], [3.2245, -2.0678, -0.0941], [-0.0566, 0.5973, 3.6138], [-0.3339, 1.4651, -4.0185], [-0.9862, -0.5838, -1.4286], [1.8591, 3.8099, -1.3130], [-3.0243, 2.1867, -2.5305], [1.6431, -3.6591, -1.6662], [2.6647, -0.5388, 0.5988], [2.8588, -0.6690, -1.1851], [0.5264, 0.3753, -1.5094], [-1.0418, -4.5460, 3.6070]], "forces_ev_per_a": [[-0.3, -0.7, 0.2], [0.2, 0.8, 0.5], [0.4, 0.1, 0.2], [0.3, 0.4, -0.3], [0.6, -0.2, 0.6], [-0.6, 1.0, 0.2], [0.5, -0.1, -0.6], [-0.4, 0.1, -1.1], [-0.2, -0.2, 0.6], [1.0, -0.9, -0.2], [0.3, 0.4, -0.1], [0.0, 0.0, -0.1], [0.0, -0.5, 0.0], [-0.1, 0.8, 0.4], [-0.4, 0.2, -0.2], [-0.3, 0.8, -0.1], [-0.1, -0.5, -0.1], [-0.5, -0.1, 0.2], [-0.7, -0.3, -0.1], [-0.3, 0.3, 0.4], [-0.2, 0.1, -0.5], [0.4, -0.2, -0.2], [-0.1, 0.1, 0.4], [0.1, 0.0, -0.7], [0.1, -0.3, -0.3], [-0.2, 0.2, 0.0], [0.1, 0.0, -0.3], [-0.3, -0.2, -0.1], [-0.1, -0.4, -0.3], [0.2, -0.2, 0.1], [-0.4, 0.1, 0.0], [-0.1, -0.4, -0.1], [0.0, 0.1, 0.1], [0.3, 0.2, -0.1], [0.5, -0.4, 0.1], [-0.3, -0.1, -0.2], [0.2, 0.1, 0.3], [0.2, -0.2, 0.2], [-0.1, -0.1, 0.2], [-0.1, -0.3, 0.1], [0.2, 0.1, 0.0], [-0.1, -0.2, -0.2], [0.1, 0.1, -0.2], [0.2, 0.0, 0.4], [0.2, -0.2, 0.2], [0.1, -0.1, -0.1], [-0.1, 0.2, 0.0], [-0.2, 0.0, -0.1], [0.1, 0.2, 0.5], [0.4, 0.2, 0.2], [-0.2, 0.1, -0.1], [0.1, 0.2, -0.1], [-0.1, 0.2, 0.0], [0.0, -0.1, -0.1], [0.0, -0.1, 0.2], [-0.4, -0.3, 0.3], [0.0, 0.3, 0.2]], "lowdin_charge": [1.07, 0.50, 0.76, 0.73, 0.04, 0.12, 0.11, -0.29, -0.33, -0.50, -0.20, -0.27, -0.32, -0.14, -0.20, -0.28, -0.40, -0.10, -0.62, -0.40, -0.28, -0.11, -0.18, -0.13, -0.18, -0.27, 0.04, 0.09, 0.11, 0.05, 0.10, 0.10, 0.04, 0.10, 0.05, -0.05, 0.11, 0.12, 0.05, 0.12, 0.04, 0.11, 0.04, 0.10, 0.05, -0.07, 0.02, 0.04, 0.11, 0.08, 0.11, 0.11, 0.05, 0.05, 0.05, 0.06, -0.06], "e_homo_ev": -7.81, "de_lowest_ev": 0.000, "energy_ev": -65365.825}